Record 1
The following is a DFT calculation (ωB97M-V with the def2-TZVPD basis set) of C3H7NOS in the gas phase.

The total energy is -646.68363 hartree. The SMILES is NC(=O)CCS. The relative energy (zero: lowest compared OMol25 entry of this formula, charge and spin) is 0.771 eV. Its max |F| is 4.9 eV Å⁻¹.

Each line ends with the Löwdin charge.
Cartesian coordinates (Å):
C: -0.468 0.182 0.338  -0.2279
C: 0.961 0.059 -0.047  -0.5199
S: 1.911 1.524 0.736  0.6625
C: -1.269 -0.816 -0.578  -0.5322
N: -2.523 -1.134 -0.118  0.1610
O: -0.796 -1.492 -1.438  0.0690
H: -0.594 0.050 1.390  0.1001
H: -0.830 1.213 0.042  0.1268
H: 1.388 -0.856 0.421  0.0862
H: 1.150 -0.056 -1.163  0.0999
H: 2.792 0.947 1.525  -0.1951
H: -2.926 -1.935 -0.436  0.0667
H: -2.887 -0.426 0.501  0.1030

Atoms 1-2, force components in eV/Å:
C -1.191 1.180 -2.962
C 2.477 -0.370 0.205

---

Record 2
The following is a DFT calculation (ωB97M-V with the def2-TZVPD basis set) of C3H7NOS in the gas phase.

The total energy is -646.63184 hartree. The SMILES is O=CNCCS. The relative energy (zero: lowest compared OMol25 entry of this formula, charge and spin) is 2.181 eV. Its max |F| is 4.2 eV Å⁻¹.

Each line ends with the Löwdin charge.
Cartesian coordinates (Å):
O: 1.759 -0.861 2.369  0.0195
C: 1.019 -0.230 1.645  -0.3737
N: 1.301 0.541 0.574  0.0416
C: 0.196 1.061 -0.227  -0.3285
C: -0.169 0.353 -1.438  -0.5077
S: -1.818 -0.474 -1.164  0.6730
H: -0.025 -0.163 2.014  0.1400
H: 2.192 0.657 0.123  0.1459
H: 0.451 2.084 -0.555  0.1310
H: -0.667 1.246 0.417  0.0996
H: 0.588 -0.406 -1.633  0.0782
H: -0.306 0.892 -2.363  0.0634
H: -2.856 -0.886 -1.894  -0.1823

Atoms 1-2, force components in eV/Å:
O 0.665 0.121 -0.852
C -0.108 -0.360 2.102

---

Record 3
The following is a DFT calculation (ωB97M-V with the def2-TZVPD basis set) of C3H7NOS in the gas phase.

The total energy is -646.59423 hartree. The SMILES is CSC/C=N\O. The relative energy (zero: lowest compared OMol25 entry of this formula, charge and spin) is 3.204 eV. Its max |F| is 4.0 eV Å⁻¹.

Each line ends with the Löwdin charge.
Cartesian coordinates (Å):
C: -0.051 -1.845 0.163  -0.4333
C: 0.231 0.545 -1.096  -0.4623
C: -0.795 1.151 -0.264  -0.2737
H: 1.023 -1.454 0.378  0.0440
H: -0.792 -1.455 0.893  0.0261
H: 0.045 -3.068 0.288  0.0951
H: 0.252 0.976 -2.063  0.0588
H: 1.157 0.526 -0.583  0.0558
H: -1.791 1.341 -0.561  0.1109
H: 0.731 1.469 2.234  0.0893
N: -0.533 1.548 0.869  -0.0085
O: 0.797 1.435 1.283  -0.0640
S: -0.274 -1.170 -1.539  0.7617

Atoms 1-2, force components in eV/Å:
C 2.236 -1.765 0.559
C -1.077 -1.802 -1.137

---

Record 4
The following is a DFT calculation (ωB97M-V with the def2-TZVPD basis set) of C3H7NOS as an isolated structure.

The total energy is -646.53864 hartree. The relative energy (zero: lowest compared OMol25 entry of this formula, charge and spin) is 4.717 eV. Its max |F| is 8.7 eV Å⁻¹.

Each line ends with the Löwdin charge.
Cartesian coordinates (Å):
C: -2.251 0.245 0.556  -0.0626
C: -0.290 -1.108 -0.363  -0.4460
C: 0.826 -0.228 -0.131  -0.9027
H: -1.828 1.328 0.929  0.0806
H: -2.473 -0.364 1.527  0.0942
H: -3.188 0.430 -0.193  0.1286
H: -0.253 -1.618 -1.312  0.1408
H: -0.231 -2.007 0.444  0.1670
H: 2.605 -0.264 1.226  0.2272
H: 1.873 -1.886 0.873  0.1019
N: 1.968 -0.963 0.290  -0.0367
O: -1.423 -0.552 -0.441  -0.2298
S: 0.712 1.380 -0.148  0.7376

Atoms 1-2, force components in eV/Å:
C -0.266 0.754 -0.759
C 2.430 -4.719 1.681

---

Record 5
The following is a DFT calculation (ωB97M-V with the def2-TZVPD basis set) of a 2-piece molecular cluster, C3H7NOS overall.

The total energy is -646.56871 hartree. The relative energy (zero: lowest compared OMol25 entry of this formula, charge and spin) is 3.898 eV. Its max |F| is 4.6 eV Å⁻¹.

Each line ends with the Löwdin charge.
Cartesian coordinates (Å):
O: -0.307 -2.756 -0.518  0.0465
C: 0.112 -1.719 -0.995  -0.2300
C: 0.457 -0.381 -0.387  -0.4500
C: -0.676 0.075 0.578  -0.5489
S: -0.150 1.712 1.365  0.5773
N: 0.663 0.737 -1.323  -0.0063
H: 0.158 -1.808 -2.093  0.1195
H: 1.335 -0.579 0.283  0.1461
H: -1.541 0.380 -0.024  0.0361
H: -0.965 -0.715 1.371  0.1061
H: -1.153 2.316 -0.174  0.1398
H: 1.497 0.627 -1.894  0.0760
H: 0.754 1.648 -0.862  -0.0125

Atoms 1-2, force components in eV/Å:
O 0.534 1.342 1.326
C -1.000 -1.323 -2.037

---

Record 6
The following is a DFT calculation (ωB97M-V with the def2-TZVPD basis set) of a 2-piece molecular cluster, C3H7NOS overall.

The total energy is -646.52658 hartree. The relative energy (zero: lowest compared OMol25 entry of this formula, charge and spin) is 5.045 eV. Its max |F| is 3.2 eV Å⁻¹.

Each line ends with the Löwdin charge.
Cartesian coordinates (Å):
C: -0.819 -0.155 -0.828  -0.6087
C: 0.668 -2.314 2.684  -0.1605
C: 0.234 2.245 -1.120  -0.0057
N: 0.746 -1.476 1.751  0.0201
O: -0.213 0.957 -0.542  -0.2312
S: -1.597 -0.539 -2.266  0.7680
H: 1.526 -2.360 3.393  0.0604
H: -0.160 -3.054 2.705  0.0629
H: -1.509 0.644 -3.023  -0.1171
H: 1.059 2.036 -1.670  0.0447
H: 0.470 2.888 -0.226  0.1197
H: -0.484 2.617 -1.874  0.0856
H: 0.080 -1.489 1.015  -0.0381

Atoms 1-2, force components in eV/Å:
C 0.485 0.255 0.648
C -0.060 -0.432 -0.658